[1]
# C30H56AlN6O2

C30H56AlN6O2 as an isolated structure in a non-equilibrium geometry (ωB97M-V with the def2-TZVPD basis set, OMol25).

Properties
LUMO	-9.032	eV
net charge	+1
orbital gap	3.3408	eV

Positions of all 95 atoms, in Å:
Al (3.080, -1.653, 2.879)
C (-0.046, -1.519, -0.041)
C (0.683, -0.135, -0.062)
C (-0.322, 1.013, 0.010)
O (1.708, -0.044, 0.900)
H (0.674, -2.324, 0.106)
H (-0.727, -1.647, -0.882)
H (-0.636, -1.695, 0.858)
H (1.183, -0.103, -1.030)
H (0.302, 1.897, -0.126)
H (-1.056, 1.003, 0.816)
H (-1.006, 0.987, -0.837)
C (-0.566, -4.495, 3.893)
C (0.138, -4.815, 2.537)
C (-0.841, -4.819, 1.418)
O (1.304, -4.053, 2.294)
H (-1.258, -5.238, 4.290)
H (-1.252, -3.674, 3.688)
H (0.086, -4.159, 4.699)
H (0.428, -5.854, 2.697)
H (-1.287, -3.842, 1.230)
H (-1.736, -5.437, 1.492)
H (-0.434, -5.179, 0.473)
C (-1.874, 0.152, -4.083)
C (-2.995, -0.742, -3.646)
C (-4.220, 0.104, -3.101)
C (-4.663, 1.184, -3.988)
N (-4.946, 2.093, -4.663)
H (-2.230, 0.611, -5.006)
H (-0.997, -0.415, -4.394)
H (-1.557, 0.990, -3.462)
H (-2.596, -1.393, -2.868)
H (-3.313, -1.430, -4.429)
H (-3.942, 0.661, -2.206)
H (-5.090, -0.464, -2.772)
C (3.705, 0.968, -5.060)
C (3.732, -0.037, -3.832)
C (3.500, 0.740, -2.514)
C (4.624, 1.590, -1.951)
N (5.450, 2.323, -1.535)
H (4.202, 1.923, -4.888)
H (2.658, 1.190, -5.271)
H (4.119, 0.424, -5.909)
H (4.708, -0.521, -3.855)
H (2.976, -0.789, -4.057)
H (3.244, -0.112, -1.885)
H (2.596, 1.342, -2.417)
C (-2.948, -0.698, 3.345)
C (-2.948, -0.469, 4.833)
C (-1.722, 0.364, 5.328)
C (-0.366, -0.124, 5.034)
N (0.738, -0.416, 4.793)
H (-3.151, 0.209, 2.776)
H (-3.738, -1.400, 3.076)
H (-1.963, -1.018, 3.005)
H (-2.946, -1.449, 5.309)
H (-3.847, 0.072, 5.131)
H (-1.766, 0.601, 6.391)
H (-1.747, 1.343, 4.850)
C (0.259, 4.327, -2.049)
C (-0.817, 4.272, -0.883)
C (-1.836, 5.512, -0.965)
C (-1.161, 6.770, -1.240)
N (-0.634, 7.751, -1.457)
H (0.698, 3.334, -2.145)
H (0.980, 5.145, -2.019)
H (-0.411, 4.457, -2.898)
H (-0.323, 4.443, 0.074)
H (-1.397, 3.354, -0.792)
H (-2.348, 5.686, -0.019)
H (-2.588, 5.431, -1.750)
C (1.443, 2.950, 3.326)
C (-0.070, 3.158, 2.946)
C (-0.691, 4.277, 3.672)
C (-1.003, 4.007, 5.031)
N (-1.161, 3.680, 6.091)
H (2.043, 3.822, 3.063)
H (1.866, 2.046, 2.889)
H (1.504, 2.901, 4.413)
H (-0.643, 2.276, 3.231)
H (-0.279, 3.246, 1.880)
H (-1.611, 4.646, 3.219)
H (0.021, 5.101, 3.618)
C (1.504, -3.836, -2.808)
C (1.731, -4.700, -1.588)
C (3.168, -4.909, -1.270)
C (4.037, -5.045, -2.429)
N (4.702, -5.219, -3.324)
H (0.425, -3.778, -2.947)
H (1.918, -4.157, -3.764)
H (1.856, -2.811, -2.691)
H (1.358, -5.700, -1.807)
H (1.383, -4.323, -0.626)
H (3.459, -5.727, -0.610)
H (3.514, -4.014, -0.754)


[2]
# C19H56N4O7

A 7-piece molecular cluster, C19H56N4O7 overall in a non-equilibrium geometry (ωB97M-V with the def2-TZVPD basis set, OMol25).

Properties
LUMO	0.664	eV
SMILES	COC[C@H](C)N.COC[C@H](C)N.COC[C@H](C)N.COC[C@H](C)N.CO.CO.CO
orbital gap	9.5224	eV

Positions of all 86 atoms, in Å:
C (0.804, 3.459, -1.125)
O (1.185, 4.049, 0.116)
C (2.551, 4.400, 0.152)
C (2.895, 5.087, 1.459)
C (2.079, 6.360, 1.706)
N (4.348, 5.296, 1.481)
H (1.377, 3.874, -1.957)
H (-0.257, 3.666, -1.257)
H (0.980, 2.381, -1.109)
H (3.190, 3.515, 0.070)
H (2.770, 5.116, -0.653)
H (2.737, 4.448, 2.335)
H (2.298, 6.817, 2.674)
H (1.022, 6.096, 1.739)
H (2.304, 7.114, 0.947)
H (4.623, 5.927, 2.224)
H (4.591, 5.779, 0.618)
C (-1.057, 2.729, 5.403)
O (-0.180, 2.340, 4.371)
C (-0.134, 3.217, 3.271)
C (-1.442, 3.390, 2.506)
C (-1.834, 2.037, 1.913)
N (-1.410, 4.438, 1.492)
H (-2.106, 2.535, 5.145)
H (-1.012, 3.810, 5.575)
H (-0.846, 2.148, 6.297)
H (0.209, 4.204, 3.632)
H (0.693, 2.882, 2.642)
H (-2.242, 3.672, 3.197)
H (-1.854, 1.290, 2.706)
H (-1.078, 1.738, 1.181)
H (-2.795, 2.076, 1.403)
H (-0.599, 4.301, 0.885)
H (-1.214, 5.312, 1.972)
C (5.672, -3.856, -5.425)
O (4.893, -3.660, -4.272)
C (3.857, -2.735, -4.507)
C (2.786, -2.877, -3.433)
C (2.049, -4.197, -3.447)
N (1.842, -1.761, -3.436)
H (6.485, -4.547, -5.215)
H (6.032, -2.936, -5.896)
H (5.115, -4.337, -6.244)
H (4.186, -1.688, -4.517)
H (3.405, -2.918, -5.491)
H (3.368, -2.824, -2.499)
H (1.513, -4.375, -4.382)
H (1.317, -4.312, -2.643)
H (2.737, -5.023, -3.255)
H (2.316, -0.956, -3.041)
H (1.140, -2.013, -2.748)
C (-4.342, -0.384, 2.024)
O (-4.065, -1.749, 2.303)
C (-2.726, -2.067, 1.991)
C (-2.475, -3.554, 2.224)
C (-0.974, -3.867, 2.195)
N (-3.206, -4.345, 1.212)
H (-4.076, 0.207, 2.901)
H (-5.421, -0.306, 1.870)
H (-3.933, 0.015, 1.093)
H (-2.450, -1.787, 0.968)
H (-2.044, -1.511, 2.649)
H (-2.834, -3.824, 3.222)
H (-0.845, -4.952, 2.165)
H (-0.550, -3.536, 3.144)
H (-0.394, -3.468, 1.363)
H (-4.184, -4.079, 1.209)
H (-3.158, -5.332, 1.438)
C (-3.192, -0.397, -2.555)
O (-3.641, -1.670, -2.964)
H (-3.660, 0.392, -3.136)
H (-3.362, -0.232, -1.484)
H (-2.102, -0.323, -2.663)
H (-3.304, -2.310, -2.328)
C (-2.087, -4.472, -2.100)
O (-2.009, -3.433, -1.127)
H (-1.547, -4.193, -3.004)
H (-1.698, -5.393, -1.664)
H (-3.126, -4.616, -2.415)
H (-2.292, -3.837, -0.270)
C (0.151, -0.575, -0.020)
O (0.401, -1.825, -0.635)
H (1.079, -0.006, -0.005)
H (-0.667, -0.040, -0.511)
H (-0.148, -0.706, 1.027)
H (-0.432, -2.317, -0.677)


[3]
# C14H32IrNO2P2Si

C14H32IrNO2P2Si as an isolated structure in a non-equilibrium geometry (ωB97M-V with the def2-TZVPD basis set, OMol25).

Properties
multiplicity	5
LUMO (spin up / spin down)	-6.179 / -10.245	eV
net charge	+2
orbital gap (spin up / spin down)	5.3258 / 5.3750	eV

Positions of all 53 atoms, in Å:
Ir (0.158, 0.441, -0.308)
P (2.113, -0.715, 0.151)
C (2.300, -1.628, -1.376)
C (1.172, -1.775, -2.169)
N (0.007, -1.107, -1.720)
C (-1.173, -1.406, -2.284)
C (-1.279, -2.278, -3.373)
C (-0.130, -2.788, -3.977)
C (1.104, -2.484, -3.425)
C (-2.408, -0.756, -1.704)
P (-2.138, 0.819, -0.856)
H (2.062, -2.756, -3.922)
H (-2.277, -2.500, -3.759)
H (-0.206, -3.407, -4.881)
H (-3.125, -0.554, -2.500)
H (-2.874, -1.427, -0.970)
H (2.238, 1.795, -2.390)
H (3.245, -1.933, -1.830)
H (1.023, 5.443, -2.783)
O (1.407, 1.290, -2.171)
H (0.920, 1.402, -3.006)
H (-0.722, 1.658, 0.344)
O (0.861, 5.841, -1.910)
H (0.521, 5.179, -1.221)
C (-2.499, 2.152, -2.007)
H (-3.306, 1.835, -2.676)
H (-2.822, 3.046, -1.462)
H (-1.624, 2.412, -2.610)
C (-3.409, 1.020, 0.414)
H (-3.100, 1.663, 1.241)
H (-4.296, 1.486, -0.023)
H (-3.719, 0.061, 0.828)
C (1.754, -2.132, 1.274)
H (2.471, -2.925, 0.999)
H (1.832, -1.894, 2.345)
H (0.732, -2.463, 1.028)
C (3.617, 0.236, 0.566)
H (3.711, 0.351, 1.656)
H (4.529, -0.252, 0.187)
H (3.563, 1.248, 0.128)
C (-1.086, 0.032, 2.750)
Si (0.052, 1.278, 1.887)
C (-0.720, 3.053, 2.163)
C (1.625, 1.379, 2.919)
H (-2.102, -0.005, 2.347)
H (-1.168, 0.322, 3.809)
H (-0.678, -0.984, 2.708)
H (-0.994, 3.287, 3.205)
H (0.019, 3.803, 1.837)
H (-1.621, 3.188, 1.548)
H (1.371, 1.814, 3.899)
H (2.087, 0.403, 3.097)
H (2.354, 2.039, 2.441)